2 unconnected molecules or ions with the total composition C6H15N4O2S2, computed with wB97M-V/def2-TZVPD.

The geometry in XYZ format:
```
29
Properties=species:S:1:pos:R:3:forces:R:3
C 2.086 1.572 -0.001 -0.6 2.9 0.1
C -1.180 0.089 -1.356 -0.8 -1.7 1.4
C 1.340 2.742 0.542 0.6 2.3 0.7
C -2.399 0.544 -2.123 -0.5 1.9 0.3
C 0.400 -1.043 1.775 -2.2 -2.7 1.5
C -0.577 -2.097 1.208 -1.1 1.1 0.0
N 1.529 0.348 0.290 0.0 -1.4 0.2
N -1.152 0.428 -0.037 1.8 -0.2 0.9
N 0.435 0.201 1.065 0.4 1.2 -1.7
N -0.041 -2.619 -0.066 1.3 -0.1 -1.7
O 3.081 1.714 -0.672 -0.1 -0.6 0.1
O -0.430 -0.821 -1.780 -0.5 1.7 -0.6
S 2.379 -0.947 -0.489 0.1 -1.2 0.2
S -2.201 1.387 0.822 -1.0 -1.6 0.2
H 1.885 3.267 1.338 0.5 -0.8 0.3
H 1.342 3.656 -0.088 -0.3 -1.1 -0.6
H 0.388 2.589 0.996 -0.6 -0.4 -0.1
H -3.368 0.114 -1.771 1.0 0.2 0.0
H -2.549 1.665 -2.222 0.4 -1.3 0.6
H -2.206 0.237 -3.099 0.0 -0.8 -1.8
H 0.082 -1.053 2.868 0.3 1.4 -1.3
H 1.293 -1.634 1.835 1.4 0.6 -0.3
H -1.522 -1.486 0.861 1.4 -1.9 1.3
H -0.651 -2.968 1.981 -0.4 1.7 -1.6
H 0.204 -1.913 -0.925 -1.5 0.3 1.6
H -0.684 -3.254 -0.494 -0.5 -0.7 -0.2
H 0.859 -3.073 0.007 0.2 -0.7 0.6
H 3.321 -0.159 -1.010 0.1 0.3 0.0
H -1.665 2.514 0.545 0.7 1.9 -0.3
```
Forces are in eV/Å.

## Properties
charge = +1
E_LUMO (alpha / beta) = -4.43 / -4.43 eV
E_HOMO (alpha / beta) = -12.176 / -12.177 eV
ΔE to the lowest compared entry with this formula, charge and spin = 2.554 eV

Atomic partial charges in e from the Mulliken method, atoms 1 to 2: 0.77, 1.04


A molecular structure, C53H39AsN6O2S2Ti, computed with wB97M-V/def2-TZVPD.

The geometry in XYZ format:
```
104
Properties=species:S:1:pos:R:3:forces:R:3
Ti 0.029 -1.135 0.329 0.4 0.0 0.1
C 9.477 8.635 0.639 0.0 0.0 0.0
O 8.420 8.477 -0.289 0.0 0.0 0.0
C 7.653 7.362 -0.187 0.0 0.0 0.0
C 6.624 7.243 -1.123 0.0 0.0 0.0
C 5.790 6.149 -1.101 0.0 0.0 0.0
C 5.956 5.141 -0.145 0.0 0.0 0.0
C 6.988 5.266 0.774 0.0 0.0 0.0
C 7.837 6.366 0.765 0.0 0.0 0.0
C 5.044 3.995 -0.156 0.0 0.0 0.0
N 4.196 3.717 -1.118 0.0 0.0 0.0
C 3.531 2.587 -0.706 0.0 0.0 0.0
C 3.988 2.176 0.523 0.0 0.0 -0.1
N 4.964 3.084 0.863 0.0 0.0 0.0
C 3.529 1.002 1.212 0.0 0.0 0.1
C 4.075 0.446 2.344 0.0 0.0 0.0
C 3.534 -0.768 2.816 0.0 -0.1 0.1
C 2.455 -1.333 2.202 0.0 0.0 0.0
N 1.844 -0.777 1.114 -0.1 0.0 0.0
C 2.434 0.352 0.577 -0.1 0.0 -0.1
C 1.936 0.771 -0.674 0.0 0.0 0.1
N 0.900 0.035 -1.182 -0.2 -0.1 -0.1
C 0.526 0.274 -2.455 0.0 0.1 0.0
C 1.074 1.271 -3.224 0.0 0.0 0.0
C 2.058 2.108 -2.675 0.0 0.0 0.0
C 2.501 1.858 -1.398 0.0 0.0 0.0
H 9.958 9.577 0.391 0.0 0.0 0.0
H 10.205 7.825 0.553 0.0 0.0 0.0
H 9.102 8.680 1.664 0.0 0.0 0.0
H 6.503 8.027 -1.859 0.0 0.0 0.0
H 4.992 6.049 -1.825 0.0 0.0 0.0
H 7.169 4.491 1.510 0.0 0.0 0.0
H 8.631 6.427 1.493 0.0 0.0 0.0
H 5.458 3.124 1.736 0.0 0.0 0.0
H 4.919 0.901 2.845 0.0 0.0 0.0
H 3.960 -1.259 3.680 0.0 0.0 0.0
H 2.006 -2.244 2.573 0.0 0.0 0.0
H -0.261 -0.363 -2.842 0.0 0.0 0.0
H 0.733 1.405 -4.241 0.0 0.0 0.0
H 2.485 2.926 -3.241 0.0 0.0 0.0
S -1.003 -2.013 2.558 -0.1 -0.1 0.0
C -2.270 -2.158 1.424 0.0 0.0 0.0
N -2.098 -1.786 0.172 0.1 0.0 -0.1
C -3.193 -2.069 -0.624 0.0 0.0 0.0
C -3.286 -1.844 -1.995 0.0 0.0 0.0
C -4.444 -2.212 -2.654 0.0 0.0 0.0
C -5.517 -2.779 -1.963 0.0 0.0 0.0
C -5.441 -2.995 -0.597 0.0 0.0 0.0
C -4.270 -2.644 0.063 0.0 0.0 0.0
S -3.850 -2.845 1.742 0.0 0.0 0.0
H -2.454 -1.397 -2.523 0.0 0.0 0.0
H -4.522 -2.051 -3.722 0.0 0.0 0.0
H -6.414 -3.059 -2.499 0.0 0.0 0.0
H -6.266 -3.446 -0.060 0.0 0.0 0.0
O -0.729 0.695 0.927 0.1 0.0 0.2
As -1.827 1.918 0.748 0.0 0.0 -0.1
C -2.740 2.184 2.404 0.0 0.0 0.0
C -3.611 3.258 2.560 0.0 0.0 0.0
C -4.274 3.425 3.764 0.0 0.0 0.0
C -4.064 2.521 4.801 0.0 0.0 0.0
C -3.193 1.454 4.637 0.0 0.0 0.0
C -2.519 1.282 3.435 0.0 0.0 0.0
C -3.161 1.578 -0.578 0.0 0.0 0.0
C -4.416 1.121 -0.187 0.0 0.0 0.0
C -5.391 0.892 -1.146 0.0 0.0 0.0
C -5.108 1.119 -2.485 0.0 0.0 0.0
C -3.848 1.554 -2.875 0.0 0.0 0.0
C -2.867 1.784 -1.922 0.0 0.0 0.0
C -0.912 3.522 0.247 0.0 0.0 0.0
C 0.440 3.631 0.545 0.0 0.0 0.0
C 1.123 4.789 0.202 0.0 0.0 0.0
C 0.455 5.827 -0.430 0.0 0.0 0.0
C -0.898 5.716 -0.725 0.0 0.0 0.0
C -1.587 4.561 -0.388 0.0 0.0 0.0
H -3.773 3.962 1.751 0.0 0.0 0.0
H -4.953 4.256 3.897 0.0 0.0 0.0
H -4.583 2.654 5.741 0.0 0.0 0.0
H -3.033 0.753 5.445 0.0 0.0 0.0
H -1.841 0.448 3.288 0.0 0.0 0.0
H -4.635 0.955 0.862 0.0 0.0 0.0
H -6.365 0.528 -0.849 0.0 0.0 0.0
H -5.871 0.938 -3.231 0.0 0.0 0.0
H -3.630 1.722 -3.922 0.0 0.0 0.0
H -1.885 2.135 -2.221 0.0 0.0 0.0
H 0.954 2.809 1.030 0.0 0.0 0.0
H 2.183 4.870 0.407 0.0 0.0 0.0
H 0.993 6.725 -0.703 0.0 0.0 0.0
H -1.413 6.525 -1.226 0.0 0.0 0.0
H -2.636 4.464 -0.641 0.0 0.0 0.0
C 0.528 -3.217 -0.183 0.0 0.0 0.0
C 0.841 -3.069 -1.602 0.0 -0.1 0.0
C 2.118 -2.664 -2.038 0.0 0.0 0.0
C 2.374 -2.388 -3.362 0.0 0.0 0.0
C 1.361 -2.523 -4.319 0.0 0.0 0.0
C 0.101 -2.964 -3.919 0.0 0.0 0.0
C -0.150 -3.232 -2.586 0.0 0.0 0.0
C 1.607 -2.193 -5.691 0.0 -0.1 0.0
N 1.798 -1.929 -6.795 0.0 0.0 0.0
H 1.397 -3.485 0.419 0.0 0.0 0.0
H -0.298 -3.901 0.008 0.0 0.0 0.0
H 2.902 -2.537 -1.301 0.0 0.0 0.0
H 3.357 -2.056 -3.673 0.0 0.0 0.0
H -0.679 -3.092 -4.660 0.0 0.0 0.0
H -1.130 -3.582 -2.285 0.0 0.0 0.0
```
Forces are in eV/Å.

## Properties
E_LUMO (alpha / beta) = 0.24 / 0.17 eV
E_HOMO (alpha / beta) = -5.330 / -5.350 eV
ΔE to the lowest compared entry with this formula, charge and spin = 0.000 eV

Atomic partial charges in e from the Mulliken method, atoms 1 to 2: -0.46, -0.84


A single C4H6N2 molecule, computed with wB97M-V/def2-TZVPD.

The geometry in XYZ format:
```
12
Properties=species:S:1:pos:R:3:forces:R:3
C 0.619 0.908 1.379 0.8 0.6 -0.2
N 0.146 0.424 0.202 -0.2 -0.1 0.1
C 0.394 0.422 -1.109 -0.1 0.1 -0.1
C -0.237 -0.772 -1.604 0.0 0.0 0.0
N -0.906 -1.440 -0.703 0.3 -0.1 0.1
C -0.839 -0.618 0.457 0.1 0.2 0.6
H -0.529 -0.818 1.527 -0.4 -1.5 -0.7
H 1.194 0.161 1.922 -0.7 0.1 0.5
H 0.883 1.942 1.484 0.5 0.2 -0.4
H 1.174 1.026 -1.553 -0.3 0.0 0.0
H -0.114 -1.147 -2.622 -0.1 0.1 0.3
H -1.816 -0.153 0.642 0.1 0.2 -0.3
```
Forces are in eV/Å.

## Properties
E_LUMO (alpha / beta) = -0.03 / -0.02 eV
E_HOMO (alpha / beta) = -7.793 / -7.186 eV
ΔE to the lowest compared entry with this formula, charge and spin = 3.882 eV

Atomic partial charges in e from the Mulliken method, atoms 1 to 2: -0.67, 0.10


Calculated molar mass, 239.35 978.86 82.11 g/mol (same order as the records).
Calculated max |F|, 3.81 0.37 1.72 eV Å⁻¹ (same order as the records).